{"formula": "C5H12NO", "method": "the ωB97M-V functional and the def2-TZVPD basis", "max_force_ha_per_bohr": 0.023, "relative_energy_kj_mol": 119.9, "molar_mass_da": 102.16, "energy_ev": -8913.94404, "homo_lumo_gap_ev": [10.450, 7.881], "multiplicity": 2, "e_homo_ev": [-9.442, -9.438], "elements": ["C", "C", "C", "H", "H", "H", "H", "H", "H", "C", "O", "C", "N", "H", "H", "H", "H", "H", "H"], "positions_angstrom": [[0.3524, 1.1534, -1.9897], [-1.0545, 1.3208, -1.4972], [-1.8036, 2.4039, -1.7048], [0.4673, 0.1452, -2.3916], [0.5998, 1.8938, -2.7469], [1.0666, 1.2388, -1.1655], [-1.5609, 0.4759, -1.0490], [-2.8276, 2.4727, -1.3634], [-1.3566, 3.2873, -2.1449], [-0.1220, -0.9484, 0.9131], [-0.3603, -1.2997, -0.3666], [1.2400, -1.4620, 1.4458], [1.3590, -0.9952, 2.8262], [-0.0029, 0.1496, 0.9847], [-0.9299, -1.2077, 1.6220], [1.3073, -2.5479, 1.3447], [1.9763, -0.9615, 0.8146], [0.7310, -1.5012, 3.4376], [2.2901, -1.1699, 3.1816]]}

---

{"formula": "C5H12NO", "method": "the ωB97M-V functional and the def2-TZVPD basis", "max_force_ha_per_bohr": 0.043, "relative_energy_kj_mol": 200.8, "molar_mass_da": 102.16, "energy_ev": -8913.10585, "homo_lumo_gap_ev": [7.852, 10.158], "multiplicity": 2, "e_homo_ev": [-6.931, -9.291], "elements": ["C", "C", "C", "C", "C", "O", "N", "H", "H", "H", "H", "H", "H", "H", "H", "H", "H", "H", "H"], "positions_angstrom": [[-2.2816, -1.3344, 0.5204], [-0.8373, -0.7558, 0.2832], [-0.3606, -0.5217, -1.2113], [0.7282, 0.5943, -1.3887], [1.8682, 0.4689, -0.3274], [2.0870, 1.4015, 0.6248], [-0.6284, 0.4117, 1.1570], [-2.3262, -1.6290, 1.5597], [-2.4910, -2.2411, -0.0903], [-3.1012, -0.6253, 0.2981], [-0.2251, -1.5953, 0.6640], [-1.2837, -0.3576, -1.8077], [0.0537, -1.4453, -1.5771], [0.3469, 1.5940, -1.2090], [1.1803, 0.5888, -2.3603], [2.5988, -0.3370, -0.5375], [-1.3540, 1.1418, 1.2136], [1.1543, 0.5803, 0.7303], [-0.4179, 0.3092, 2.1510]]}

---

{"formula": "C5H12NO", "method": "the ωB97M-V functional and the def2-TZVPD basis", "max_force_ha_per_bohr": 0.077, "relative_energy_kj_mol": 238.0, "molar_mass_da": 102.16, "energy_ev": -8908.16220, "charge": 1, "homo_lumo_gap_ev": 12.777, "smiles": "C[NH+](C)[C@]1(C)CO1", "e_homo_ev": -15.722, "elements": ["C", "N", "C", "C", "C", "C", "O", "H", "H", "H", "H", "H", "H", "H", "H", "H", "H", "H", "H"], "positions_angstrom": [[-1.1752, 0.2861, 1.3755], [-0.6097, -0.5316, 0.3371], [-1.5639, -0.6542, -0.7739], [0.9178, 0.0995, 0.0420], [0.9441, 1.2730, -0.9448], [1.9846, -0.8533, 0.0518], [1.6297, 0.0147, 1.1353], [-1.3325, 1.2796, 0.9906], [-2.0322, -0.1627, 1.7518], [-0.5110, 0.4485, 2.1650], [-0.3324, -1.4282, 0.6371], [-2.5371, -0.9465, -0.3264], [-1.6287, 0.4171, -1.2300], [-1.4002, -1.4405, -1.4334], [-0.0301, 1.5753, -1.1633], [1.3739, 0.9327, -1.8515], [1.6353, 2.1413, -0.5821], [1.7477, -1.9487, 0.2486], [2.9198, -0.5022, -0.4292]]}

---

{"formula": "C5H12NO", "method": "the ωB97M-V functional and the def2-TZVPD basis", "max_force_ha_per_bohr": 0.016, "relative_energy_kj_mol": 92.3, "molar_mass_da": 102.16, "energy_ev": -8909.67260, "charge": 1, "homo_lumo_gap_ev": 9.079, "e_homo_ev": -13.672, "elements": ["O", "C", "C", "C", "H", "H", "H", "H", "H", "H", "C", "C", "N", "H", "H", "H", "H", "H", "H"], "positions_angstrom": [[0.3553, -0.2796, 1.1173], [0.8363, -1.1853, 0.4645], [1.9608, -0.9945, -0.4726], [1.5656, -1.4213, -1.8900], [0.3967, -2.1885, 0.5730], [2.7941, -1.6236, -0.1429], [2.2946, 0.0411, -0.4391], [1.3949, -2.4945, -1.9825], [2.3587, -1.1678, -2.5912], [0.6555, -0.9313, -2.2331], [-1.1830, 1.7467, -0.1144], [-2.1578, 0.6247, 1.8370], [-1.7198, 1.6600, 1.2404], [-0.1053, 1.8526, -0.0835], [-1.6452, 2.6055, -0.5969], [-1.4528, 0.8404, -0.6467], [-2.2122, -0.3022, 1.2841], [-2.4621, 0.7093, 2.8713], [-1.6743, 2.5083, 1.8056]]}